Version 1
# C9H14

2 unconnected molecules or ions with the total composition C9H14 (ωB97M-V/def2-TZVPD, the OMol25 dataset).

The geometry in ORCA input format:
```
! wB97M-V def2-TZVPD RIJCOSX def2/J DEFGRID3
* xyz 0 1
C 0.311 -0.294 3.042
C 0.757 -0.471 1.615
C 0.620 -1.693 0.957
C 0.968 -1.805 -0.380
C 1.467 -0.724 -1.079
C 1.757 0.444 -0.373
C 1.371 0.577 0.947
H 0.623 -1.111 3.693
H -0.767 -0.175 3.098
H 0.791 0.603 3.439
H 0.184 -2.505 1.528
H 0.785 -2.745 -0.889
H 1.818 -0.850 -2.096
H 2.250 1.234 -0.930
H 1.633 1.479 1.490
C -1.943 0.277 -1.770
C -1.664 1.760 -1.741
H -3.020 0.149 -1.760
H -1.666 -0.347 -2.623
H -1.570 -0.304 -0.921
H -2.190 2.232 -2.573
H -0.608 2.019 -1.877
H -1.909 2.250 -0.798
*
```

Output
structure (SMILES)	Cc1ccccc1.CC
HOMO-LUMO gap	10.1	eV

Version 2
# C9H14

2 unconnected molecules or ions with the total composition C9H14 (ωB97M-V/def2-TZVPD, the OMol25 dataset).

The geometry in ORCA input format:
```
! wB97M-V def2-TZVPD RIJCOSX def2/J DEFGRID3
* xyz 0 1
C -0.302 2.074 -0.374
C 0.132 0.683 -0.662
C -0.773 0.123 -1.589
C -0.362 -1.057 -2.255
C 0.883 -1.648 -1.999
C 1.758 -1.106 -1.167
C 1.399 0.033 -0.461
H -1.073 1.972 0.455
H -0.614 2.630 -1.305
H 0.576 2.540 0.057
H -1.750 0.569 -1.831
H -1.054 -1.381 -2.991
H 0.932 -2.624 -2.443
H 2.658 -1.730 -1.128
H 2.191 0.629 0.082
C -1.398 0.608 3.847
C -0.650 -0.247 2.807
H -0.818 1.128 4.616
H -2.139 1.361 3.458
H -1.920 -0.100 4.687
H 0.498 -0.170 2.755
H -1.141 -0.247 1.835
H -0.471 -1.356 2.875
*
```

Output
structure (SMILES)	Cc1ccccc1.CC
HOMO-LUMO gap	9.9	eV

In kJ/mol, relative to the most stable structure: version 1 0.0; version 2 197.2.

Version 1
# C9H14

2 unconnected molecules or ions with the total composition C9H14 (ωB97M-V/def2-TZVPD, the OMol25 dataset).

The geometry in ORCA input format:
```
! wB97M-V def2-TZVPD RIJCOSX def2/J DEFGRID3
* xyz 0 1
C -2.384 -1.231 2.199
C -1.550 -0.909 0.994
C -1.940 0.049 0.049
C -1.351 0.063 -1.194
C -0.146 -0.593 -1.421
C 0.299 -1.431 -0.421
C -0.419 -1.669 0.755
H -2.065 -0.781 3.149
H -2.179 -2.240 2.559
H -3.413 -0.911 2.040
H -2.810 0.563 0.442
H -1.723 0.756 -1.947
H 0.522 -0.354 -2.234
H 1.304 -1.831 -0.401
H 0.024 -2.393 1.426
C 2.691 1.091 -0.379
C 1.773 2.076 -1.087
H 3.116 0.408 -1.117
H 3.507 1.617 0.105
H 2.132 0.488 0.338
H 0.812 1.683 -1.387
H 2.298 2.554 -1.923
H 1.501 2.995 -0.547
*
```

Output
structure (SMILES)	Cc1ccccc1.CC
HOMO-LUMO gap	10.0	eV

Version 2
# C9H14

2 unconnected molecules or ions with the total composition C9H14 (ωB97M-V/def2-TZVPD, the OMol25 dataset).

The geometry in ORCA input format:
```
! wB97M-V def2-TZVPD RIJCOSX def2/J DEFGRID3
* xyz 0 1
C -2.212 -1.771 -0.676
C -1.886 -0.317 -0.935
C -0.524 0.009 -1.109
C -0.143 1.266 -1.528
C -1.108 2.211 -1.861
C -2.431 1.969 -1.546
C -2.801 0.706 -1.075
H -2.175 -1.954 0.401
H -1.490 -2.405 -1.179
H -3.235 -1.972 -0.987
H 0.176 -0.810 -1.036
H 0.907 1.533 -1.500
H -0.851 3.191 -2.241
H -3.192 2.728 -1.654
H -3.858 0.468 -0.994
C 2.678 -0.566 1.630
C 3.559 -0.686 2.891
H 2.955 0.255 0.970
H 2.676 -1.434 0.966
H 1.629 -0.454 1.913
H 4.192 -1.562 2.815
H 4.134 0.232 2.915
H 2.999 -0.636 3.821
*
```

Output
structure (SMILES)	Cc1ccccc1.CC
HOMO-LUMO gap	10.0	eV

Version 3
# C9H14

2 unconnected molecules or ions with the total composition C9H14 (ωB97M-V/def2-TZVPD, the OMol25 dataset).

The geometry in ORCA input format:
```
! wB97M-V def2-TZVPD RIJCOSX def2/J DEFGRID3
* xyz 0 1
C -2.557 -1.327 0.699
C -1.510 -0.242 0.127
C -1.174 -0.266 -1.275
C -0.666 0.860 -1.884
C -0.120 1.842 -1.093
C -0.498 1.881 0.240
C -1.225 0.871 0.900
H -3.586 -1.261 0.223
H -2.634 -1.344 1.759
H -2.146 -2.360 0.295
H -1.354 -1.025 -1.939
H -0.454 0.771 -2.957
H 0.410 2.592 -1.623
H -0.301 2.736 0.856
H -1.513 0.948 2.011
C 2.126 -1.289 0.413
C 2.652 0.104 0.535
H 2.971 -2.019 0.620
H 1.434 -1.336 1.178
H 1.789 -1.592 -0.573
H 1.762 0.835 0.812
H 3.092 0.468 -0.460
H 3.501 0.154 1.136
*
```

Output
structure (SMILES)	Cc1ccccc1.CC
HOMO-LUMO gap	9.9	eV

In kJ/mol, relative to the most stable structure: version 1 37.8; version 2 0.0; version 3 115.0.

Version 1
# C9H14

2 unconnected molecules or ions with the total composition C9H14 (ωB97M-V/def2-TZVPD, the OMol25 dataset).

The geometry in ORCA input format:
```
! wB97M-V def2-TZVPD RIJCOSX def2/J DEFGRID3
* xyz 0 1
C 0.823 -1.824 -0.648
C 0.324 -1.534 0.737
C 1.129 -1.768 1.846
C 0.658 -1.497 3.125
C -0.638 -1.069 3.342
C -1.455 -0.880 2.228
C -0.976 -1.089 0.945
H 0.666 -2.842 -1.011
H 1.912 -1.748 -0.674
H 0.510 -1.093 -1.383
H 2.107 -2.199 1.734
H 1.394 -1.581 3.918
H -0.967 -0.812 4.338
H -2.476 -0.585 2.443
H -1.726 -1.065 0.165
C -0.888 2.865 -2.410
C 0.551 2.577 -2.858
H -1.237 2.154 -1.664
H -0.903 3.813 -1.886
H -1.568 2.825 -3.245
H 1.213 3.138 -2.258
H 0.809 1.508 -2.855
H 0.738 2.706 -3.929
*
```

Output
structure (SMILES)	Cc1ccccc1.CC
HOMO-LUMO gap	10.1	eV

Version 2
# C9H14

2 unconnected molecules or ions with the total composition C9H14 (ωB97M-V/def2-TZVPD, the OMol25 dataset).

The geometry in ORCA input format:
```
! wB97M-V def2-TZVPD RIJCOSX def2/J DEFGRID3
* xyz 0 1
C 0.242 -1.933 -1.228
C -0.625 -1.613 -0.004
C 0.008 -1.581 1.253
C -0.752 -1.497 2.404
C -2.060 -1.402 2.432
C -2.745 -1.343 1.177
C -2.072 -1.533 -0.024
H 1.036 -2.733 -1.180
H 0.948 -1.092 -1.587
H -0.275 -2.378 -1.990
H 1.145 -1.532 1.360
H -0.078 -1.566 3.265
H -2.802 -1.414 3.231
H -3.750 -1.013 1.222
H -2.542 -1.707 -1.011
C 2.377 2.680 -0.923
C 1.121 3.487 -1.344
H 3.284 3.036 -1.425
H 2.737 2.719 0.057
H 2.403 1.610 -1.300
H 1.434 4.224 -2.068
H 0.547 2.724 -1.804
H 0.420 3.858 -0.512
*
```

Output
structure (SMILES)	Cc1ccccc1.CC
HOMO-LUMO gap	9.9	eV

Version 3
# C9H14

2 unconnected molecules or ions with the total composition C9H14 (ωB97M-V/def2-TZVPD, the OMol25 dataset).

The geometry in ORCA input format:
```
! wB97M-V def2-TZVPD RIJCOSX def2/J DEFGRID3
* xyz 0 1
C -1.112 1.931 0.012
C -1.554 0.487 -0.047
C -2.738 0.172 0.634
C -3.110 -1.127 0.907
C -2.219 -2.156 0.530
C -1.132 -1.856 -0.258
C -0.782 -0.505 -0.568
H -0.336 1.986 0.779
H -1.869 2.703 0.143
H -0.719 2.285 -0.958
H -3.384 0.990 0.932
H -4.032 -1.280 1.439
H -2.267 -3.190 0.849
H -0.548 -2.684 -0.643
H -0.038 -0.398 -1.345
C 3.990 0.243 -0.083
C 2.501 0.404 -0.404
H 4.279 -0.777 -0.305
H 4.550 0.903 -0.757
H 4.213 0.665 0.899
H 1.834 -0.364 0.004
H 2.145 1.428 -0.314
H 2.328 0.141 -1.446
*
```

Output
structure (SMILES)	Cc1ccccc1.CC
HOMO-LUMO gap	10.1	eV

Version 4
# C9H14

2 unconnected molecules or ions with the total composition C9H14 (ωB97M-V/def2-TZVPD, the OMol25 dataset).

The geometry in ORCA input format:
```
! wB97M-V def2-TZVPD RIJCOSX def2/J DEFGRID3
* xyz 0 1
C 2.726 0.402 -2.015
C 1.992 -0.127 -0.796
C 1.934 -1.501 -0.419
C 0.850 -1.837 0.447
C -0.007 -0.988 1.152
C 0.423 0.369 1.000
C 1.366 0.869 0.069
H 3.671 -0.142 -2.202
H 2.932 1.467 -1.817
H 2.235 0.643 -2.914
H 2.709 -2.089 -0.846
H 0.701 -2.853 0.627
H -0.897 -1.163 1.789
H 0.022 1.167 1.636
H 1.755 1.757 0.199
C -3.030 0.610 1.245
C -2.592 0.526 -0.249
H -4.046 0.786 1.515
H -2.813 -0.442 1.595
H -2.472 1.200 1.899
H -2.421 -0.546 -0.492
H -3.365 0.853 -0.924
H -1.675 1.037 -0.499
*
```

Output
structure (SMILES)	Cc1ccccc1.CC
HOMO-LUMO gap	9.8	eV

In kJ/mol, relative to the most stable structure: version 1 0.0; version 2 134.3; version 3 29.2; version 4 168.6.

Version 1
# C9H14

2 unconnected molecules or ions with the total composition C9H14 (ωB97M-V/def2-TZVPD, the OMol25 dataset).

The geometry in ORCA input format:
```
! wB97M-V def2-TZVPD RIJCOSX def2/J DEFGRID3
* xyz 0 1
C 3.327 1.185 2.308
C 2.130 0.591 1.593
C 1.302 1.405 0.829
C 0.114 0.904 0.314
C -0.191 -0.440 0.441
C 0.678 -1.283 1.129
C 1.781 -0.746 1.780
H 3.457 2.227 2.029
H 4.255 0.659 2.082
H 3.123 1.158 3.377
H 1.606 2.414 0.601
H -0.541 1.566 -0.230
H -1.026 -0.850 -0.114
H 0.341 -2.307 1.275
H 2.495 -1.456 2.171
C -3.305 -1.217 -2.318
C -2.382 -0.029 -2.578
H -2.763 -2.159 -2.278
H -3.798 -1.162 -1.349
H -4.020 -1.253 -3.141
H -1.584 -0.029 -1.846
H -2.010 -0.046 -3.596
H -2.992 0.869 -2.479
*
```

Output
structure (SMILES)	Cc1ccccc1.CC
HOMO-LUMO gap	10.1	eV

Version 2
# C9H14

2 unconnected molecules or ions with the total composition C9H14 (ωB97M-V/def2-TZVPD, the OMol25 dataset).

The geometry in ORCA input format:
```
! wB97M-V def2-TZVPD RIJCOSX def2/J DEFGRID3
* xyz 0 1
C 0.877 -1.737 -2.374
C 0.185 -0.907 -1.372
C -0.319 -1.458 -0.029
C -1.118 -0.722 0.812
C -1.721 0.537 0.393
C -1.203 1.136 -0.767
C -0.086 0.434 -1.574
H 0.554 -1.234 -3.268
H 0.431 -2.832 -2.324
H 1.855 -1.688 -2.284
H -0.019 -2.428 0.296
H -1.609 -1.120 1.690
H -2.524 1.039 0.918
H -1.479 2.213 -1.116
H 0.324 0.840 -2.548
C 1.119 1.242 2.886
C 1.389 1.160 1.345
H 1.664 0.575 3.471
H 1.437 2.147 3.166
H 0.064 1.000 3.012
H 0.519 1.529 0.824
H 1.635 0.165 1.160
H 2.404 1.690 1.090
*
```

Output
structure (SMILES)	Cc1ccccc1.CC
HOMO-LUMO gap	9.9	eV

In kJ/mol, relative to the most stable structure: version 1 0.0; version 2 212.3.